1 | Entry from OMol25: a molecular structure, C33H26As2N2O8Pd (ωB97M-V/def2-TZVPD).

```
72
Properties=species:S:1:pos:R:3:lowdin_charge:R:1
C -2.713 4.049 2.218 -0.11
C 2.913 1.468 -1.448 -0.39
H 0.457 1.897 5.123 0.09
H 4.068 -0.972 2.311 0.08
C -2.581 -3.891 -0.818 -0.07
C 2.194 1.406 -2.636 -0.09
H -1.943 1.572 4.367 0.09
H 1.726 1.829 3.408 0.05
C -0.891 -1.099 -3.105 -0.62
C 6.769 -0.616 -0.405 -0.11
C 6.128 -1.240 1.817 -0.11
C 0.104 0.641 6.814 -0.11
H -0.400 2.112 0.117 0.10
H 4.428 2.549 -0.360 0.09
N -3.504 -5.100 -4.173 -0.38
C -1.123 1.733 2.392 -0.27
C -2.718 3.283 3.373 -0.10
H -1.976 4.197 0.203 0.11
H -0.318 -0.832 8.322 0.09
C 4.076 3.425 -2.276 -0.12
C -1.210 2.466 1.198 -0.32
H -2.076 -2.852 -4.489 0.11
O -0.316 -0.254 -2.361 -0.15
C -1.650 -2.322 -2.507 -0.02
C 3.854 2.486 -1.279 -0.14
As 0.059 0.099 2.484 1.25
H 7.525 -0.526 -1.178 0.09
C 3.353 3.357 -3.462 -0.12
C 2.415 2.350 -3.636 -0.08
H -3.679 -5.552 -1.579 0.12
O -3.485 -5.413 0.662 -0.02
C -2.940 -4.292 -3.136 -0.17
O -1.319 1.603 -0.024 -0.15
O -3.340 -4.765 -5.343 0.02
H 6.377 -1.643 2.792 0.09
C -0.518 -1.627 6.337 -0.11
C 7.110 -1.119 0.843 -0.12
H 8.129 -1.422 1.052 0.09
C -0.085 -0.095 4.509 -0.39
H -3.317 4.947 2.155 0.09
N -2.825 -4.374 0.529 -0.36
C -1.972 3.635 1.130 -0.04
C -1.806 -2.663 -1.073 -0.30
O -2.389 -3.766 1.488 0.05
H 0.314 1.429 7.530 0.09
C 5.463 -0.225 -0.674 -0.12
H 1.836 2.291 -4.549 0.10
As 2.564 0.164 -0.016 1.26
H 3.519 4.091 -4.243 0.09
C -0.251 -0.627 7.260 -0.12
H 3.424 1.962 1.610 0.06
H 5.218 0.159 -1.656 0.10
C -1.923 2.150 3.452 -0.11
Pd -0.093 -0.059 -0.128 0.25
H 4.810 4.209 -2.127 0.09
O -1.345 -2.003 -0.135 -0.08
C 4.824 -0.853 1.542 -0.12
H 1.429 0.642 -2.775 0.07
H 2.474 0.258 3.135 0.04
O -4.139 -6.112 -3.867 0.00
C -3.121 -4.664 -1.823 0.05
C 4.470 -0.324 0.300 -0.37
C -0.432 -1.359 4.974 -0.13
C 1.822 1.013 2.689 -0.47
C -2.209 -3.129 -3.454 0.03
H -3.334 3.573 4.217 0.09
H 1.808 2.333 0.990 0.05
O -0.895 -1.031 -4.348 -0.05
H -0.644 -2.144 4.254 0.09
H -0.796 -2.618 6.675 0.09
C 0.185 0.900 5.452 -0.15
C 2.435 1.540 1.405 -0.47
```

## Properties
LUMO (alpha / beta) = 4.116 / 4.116 eV
Total charge = -2
HOMO-LUMO gap (alpha / beta) = 4.8974 / 4.8968 eV

---

2 | Entry from OMol25: a molecular structure, C33H26As2N2O8Pd (ωB97M-V/def2-TZVPD).

```
72
Properties=species:S:1:pos:R:3:lowdin_charge:R:1
C 0.197 -0.063 5.790 -0.14
C -0.179 0.580 4.609 -0.39
H 4.695 4.288 2.518 0.09
C 0.430 -2.751 1.946 -0.14
C -3.126 -1.609 -0.282 -0.29
C 3.869 2.544 1.578 -0.13
Pd 0.332 0.007 0.020 0.20
H -1.298 2.208 3.788 0.09
H 5.777 0.462 0.973 0.07
As 0.393 0.038 2.766 1.27
C 2.332 -0.065 3.212 -0.44
H 4.243 -0.518 2.319 0.05
H 2.495 -0.614 4.143 0.06
H -1.393 -1.708 4.595 0.09
C -1.060 1.517 7.097 -0.12
H 0.831 -0.942 5.746 0.09
C 6.763 -0.409 -2.138 -0.12
C 4.369 -0.514 -1.942 -0.13
H 0.502 -4.763 1.221 0.10
C -1.439 2.167 5.933 -0.11
H 1.062 -2.377 1.150 0.05
C 3.889 3.892 1.911 -0.11
C 3.180 -0.666 2.097 -0.44
H 0.060 -0.116 7.931 0.09
C -3.335 1.268 -0.280 -0.46
H -1.962 -4.085 4.651 0.09
H 5.450 -0.991 -3.733 0.09
H 1.003 2.444 -0.208 0.06
C -5.193 -0.231 -0.448 0.02
N -3.493 -4.073 -0.375 -0.36
C 5.685 0.153 -0.060 -0.12
C -3.826 -0.243 -0.329 0.03
C 1.822 2.853 0.377 -0.13
O -2.053 1.535 -0.183 -0.06
C 0.105 -4.099 1.979 -0.09
As 2.708 0.088 0.326 1.18
H -2.081 3.039 5.981 0.09
C -0.078 -1.867 2.898 -0.36
C -0.947 -2.369 3.863 -0.11
H 2.631 0.971 3.387 0.05
H 4.663 1.909 1.951 0.08
C -0.999 1.699 4.699 -0.12
C -4.064 -2.716 -0.393 -0.10
O -4.174 2.148 -0.334 0.02
C 6.841 0.001 -0.813 -0.11
H 3.398 -0.715 -2.383 0.09
C -0.746 -4.590 2.958 -0.11
C -5.409 -2.643 -0.508 0.04
C -0.239 0.398 7.024 -0.11
O -1.938 -1.898 -0.173 -0.02
C 2.869 4.727 1.475 -0.12
C -1.277 -3.718 3.896 -0.10
H 7.807 0.200 -0.363 0.09
H -5.679 0.733 -0.480 0.11
O -8.077 -2.308 -0.748 -0.02
H 2.875 5.778 1.738 0.09
O -7.925 -0.159 -0.658 0.00
C 2.841 2.007 0.807 -0.37
C 5.523 -0.668 -2.701 -0.10
H -1.013 -5.639 2.973 0.09
C 1.836 4.203 0.710 -0.09
H -6.016 -3.535 -0.575 0.13
O -3.039 -4.521 -1.410 0.07
H -1.404 1.878 8.060 0.09
O -3.561 -4.706 0.664 0.06
C -5.993 -1.382 -0.536 -0.19
O -1.515 0.246 -0.297 -0.49
H 3.020 -1.743 2.028 0.05
H 7.666 -0.528 -2.726 0.09
N -7.403 -1.274 -0.653 -0.39
H 1.028 4.840 0.373 0.10
C 4.434 -0.097 -0.616 -0.36
```

## Properties
LUMO = 3.973 eV
Total charge = -2
HOMO-LUMO gap = 4.6815 eV

---

Stability summary - winner: 1; margin: 0.848 eV.